No. 1
DFT (the ωB97M-V functional and the def2-TZVPD basis) results for a 15-piece molecular cluster, C53H114O29S4 overall at a distorted geometry.

Structure (XYZ):
```
200
Properties=species:S:1:pos:R:3
C -25.75 -3.73 1.03
C -25.16 -5.13 0.89
C -26.31 -6.07 1.41
O -27.26 -5.15 2.01
C -26.65 -3.90 2.23
H -26.23 -3.42 0.09
H -24.97 -2.98 1.19
H -24.33 -5.20 1.60
H -24.88 -5.43 -0.12
H -26.08 -6.79 2.19
H -26.74 -6.47 0.50
H -26.01 -3.89 3.12
H -27.40 -3.11 2.31
C -24.95 -13.66 3.33
C -25.63 -15.02 3.12
C -27.11 -14.79 3.41
O -27.07 -13.74 4.38
C -26.01 -12.85 4.09
H -24.76 -13.23 2.35
H -23.98 -13.74 3.83
H -25.21 -15.68 3.88
H -25.35 -15.42 2.14
H -27.66 -15.63 3.83
H -27.63 -14.42 2.52
H -25.68 -12.46 5.05
H -26.28 -12.00 3.45
C -30.89 -10.65 8.92
C -30.94 -9.14 8.87
C -31.86 -8.91 7.68
O -32.73 -10.04 7.63
C -32.29 -11.05 8.55
H -30.50 -11.01 9.87
H -30.21 -11.02 8.13
H -29.92 -8.74 8.80
H -31.34 -8.70 9.79
H -31.23 -8.85 6.77
H -32.45 -7.99 7.68
H -32.44 -12.10 8.29
H -32.94 -10.91 9.43
C -28.80 -5.43 9.58
C -29.72 -4.69 8.61
C -31.10 -4.89 9.23
O -30.86 -4.94 10.63
C -29.48 -5.13 10.91
H -27.76 -5.11 9.49
H -28.85 -6.50 9.35
H -29.62 -5.12 7.61
H -29.53 -3.62 8.53
H -31.56 -5.84 8.90
H -31.80 -4.11 8.93
H -29.43 -6.01 11.57
H -28.96 -4.30 11.40
C -27.25 -11.21 12.03
C -27.36 -10.12 13.09
C -28.36 -9.10 12.47
O -28.51 -9.50 11.12
C -27.46 -10.41 10.75
H -28.02 -11.97 12.11
H -26.26 -11.66 12.05
H -26.37 -9.67 13.15
H -27.61 -10.53 14.07
H -28.01 -8.09 12.64
H -29.29 -9.28 13.02
H -26.61 -9.85 10.34
H -27.91 -11.04 9.98
C -23.94 -4.34 4.77
C -24.42 -3.76 6.08
C -23.19 -3.09 6.66
O -22.10 -3.94 6.27
C -22.43 -4.53 5.02
H -24.08 -3.64 3.94
H -24.45 -5.26 4.50
H -24.73 -4.54 6.78
H -25.29 -3.10 5.97
H -23.24 -2.96 7.74
H -23.00 -2.10 6.22
H -22.26 -5.61 5.02
H -21.79 -4.19 4.20
C -29.46 -10.49 0.63
C -28.27 -10.90 1.47
C -27.65 -9.60 1.97
O -28.30 -8.58 1.18
C -28.89 -9.21 0.06
H -30.30 -10.22 1.28
H -29.67 -11.23 -0.14
H -27.58 -11.42 0.80
H -28.53 -11.64 2.23
H -26.56 -9.59 1.80
H -27.83 -9.33 3.01
H -28.15 -9.39 -0.74
H -29.57 -8.55 -0.49
C -23.85 -6.81 11.77
C -24.69 -7.88 11.07
C -24.92 -7.30 9.68
O -24.72 -5.89 9.79
C -23.72 -5.65 10.77
H -22.88 -7.13 12.16
H -24.40 -6.55 12.68
H -25.59 -8.18 11.60
H -24.04 -8.75 10.94
H -25.90 -7.51 9.28
H -24.15 -7.65 8.98
H -23.88 -4.69 11.27
H -22.73 -5.60 10.31
O -28.00 -13.60 9.42
S -27.92 -13.85 8.01
O -28.53 -12.88 7.15
O -26.39 -13.97 7.57
C -25.55 -14.96 8.16
C -24.29 -15.09 7.31
C -28.59 -15.48 7.63
H -26.01 -15.95 8.10
H -25.27 -14.71 9.18
H -23.79 -14.12 7.21
H -24.54 -15.32 6.27
H -23.61 -15.84 7.72
H -28.33 -15.73 6.60
H -29.67 -15.37 7.72
H -28.20 -16.19 8.34
O -32.29 -12.90 5.16
S -31.45 -12.53 4.07
O -30.95 -13.52 3.17
O -32.23 -11.41 3.18
C -32.90 -10.32 3.84
C -34.37 -10.69 3.90
C -30.11 -11.47 4.60
H -32.71 -9.41 3.26
H -32.50 -10.17 4.84
H -34.49 -11.62 4.46
H -34.74 -11.01 2.92
H -35.01 -9.88 4.23
H -29.84 -10.77 3.82
H -29.28 -12.09 4.95
H -30.47 -10.88 5.44
O -31.50 -2.47 5.94
S -30.21 -1.95 5.60
O -29.02 -2.74 5.77
O -30.24 -1.34 4.12
C -30.55 -2.26 3.04
C -30.09 -1.58 1.77
C -29.94 -0.43 6.50
H -31.61 -2.49 3.07
H -29.94 -3.16 3.16
H -29.03 -1.34 1.77
H -30.70 -0.67 1.66
H -30.32 -2.15 0.87
H -30.86 0.15 6.53
H -29.17 0.10 5.95
H -29.62 -0.77 7.48
O -31.96 -7.64 1.22
S -31.62 -6.53 2.05
O -31.90 -5.20 1.59
O -32.45 -6.74 3.43
C -32.46 -5.67 4.35
C -31.62 -5.93 5.60
C -29.94 -6.64 2.68
H -33.46 -5.45 4.74
H -32.23 -4.71 3.87
H -32.22 -6.44 6.36
H -31.27 -5.00 6.04
H -30.80 -6.62 5.43
H -29.28 -6.50 1.83
H -29.84 -7.63 3.12
H -29.79 -5.87 3.43
C -19.93 -10.63 8.79
O -21.11 -11.18 8.22
C -22.26 -10.92 8.81
O -22.38 -10.34 9.86
O -23.23 -11.44 8.09
C -24.56 -11.35 8.56
H -19.94 -9.55 8.61
H -19.05 -11.02 8.28
H -19.86 -10.87 9.84
H -24.95 -10.35 8.76
H -24.69 -11.95 9.46
H -25.28 -11.66 7.80
C -27.57 -5.51 5.46
O -27.23 -6.53 6.39
C -27.81 -7.71 6.21
O -28.58 -8.00 5.33
O -27.28 -8.55 7.09
C -27.60 -9.93 7.01
H -27.63 -5.95 4.45
H -26.86 -4.70 5.46
H -28.60 -5.16 5.54
H -27.01 -10.48 6.28
H -28.66 -10.05 6.81
H -27.42 -10.34 7.99
C -21.77 -11.55 4.42
O -21.89 -10.26 4.97
C -23.10 -9.81 5.29
O -24.14 -10.41 5.18
O -22.93 -8.62 5.85
C -24.14 -7.93 6.18
H -22.27 -11.63 3.45
H -22.17 -12.30 5.11
H -20.72 -11.82 4.31
H -24.66 -8.49 6.96
H -24.84 -7.89 5.34
H -23.94 -6.93 6.54
```

Values from the calculation:
HOMO energy   -9.0 eV
F_max   2.2 eV/Å
Frontier orbital gap   0.3398 hartree
2S+1   1

***

No. 2
DFT (the ωB97M-V functional and the def2-TZVPD basis) results for a 15-piece molecular cluster, C53H116F15N8O33S5 overall at a distorted geometry.

Structure (XYZ):
```
230
Properties=species:S:1:pos:R:3
C -0.11 -4.53 -6.31
O -0.51 -4.88 -4.97
C 0.10 -4.12 -3.88
C -0.41 -2.70 -3.84
N -1.95 -2.83 -3.95
H -2.15 -3.65 -4.54
H -2.34 -3.10 -2.93
C -2.56 -1.59 -4.45
C -2.82 -1.63 -5.90
O -3.74 -2.80 -6.07
C -4.11 -2.87 -7.44
H 0.98 -4.48 -6.45
H -0.55 -3.54 -6.52
H -0.57 -5.28 -6.91
H 1.24 -4.14 -3.92
H -0.18 -4.57 -2.96
H -0.14 -2.25 -4.82
H -0.13 -2.10 -2.99
H -1.90 -0.78 -4.23
H -3.44 -1.43 -3.86
H -1.94 -1.82 -6.52
H -3.33 -0.69 -6.23
H -4.72 -3.76 -7.41
H -3.24 -2.89 -8.04
H -4.68 -2.00 -7.68
C 3.02 -0.75 7.71
O 2.26 0.41 7.64
C 1.38 0.39 6.52
C 0.96 1.85 6.41
N 2.15 2.60 5.87
H 3.12 2.16 6.06
H 2.00 2.47 4.84
C 2.07 4.05 6.03
C 2.76 4.53 7.31
O 1.91 4.23 8.39
C 2.55 4.38 9.65
H 3.91 -0.56 8.31
H 3.22 -1.08 6.68
H 2.48 -1.58 8.16
H 0.47 -0.15 6.71
H 1.88 0.03 5.64
H 0.76 2.10 7.44
H 0.13 2.03 5.76
H 1.08 4.34 6.01
H 2.66 4.56 5.20
H 2.82 5.59 7.26
H 3.78 4.07 7.39
H 2.05 3.71 10.42
H 2.68 5.33 10.12
H 3.58 3.96 9.56
C -2.44 4.41 -3.32
O -2.67 4.29 -4.71
C -3.23 5.43 -5.39
C -3.42 4.99 -6.77
N -4.43 3.99 -7.04
H -3.90 3.12 -7.14
H -5.67 3.69 -5.89
C -5.21 4.23 -8.24
C -5.97 2.96 -8.59
O -5.21 1.79 -8.66
C -4.05 1.78 -9.54
H -3.33 4.76 -2.76
H -1.57 5.03 -3.05
H -2.11 3.50 -2.96
H -2.49 6.24 -5.32
H -4.23 5.73 -4.97
H -2.49 4.52 -7.12
H -3.59 5.89 -7.37
H -4.55 4.47 -9.04
H -5.82 5.11 -8.06
H -6.37 3.12 -9.60
H -6.84 2.91 -7.94
H -4.41 1.88 -10.58
H -3.53 0.86 -9.30
H -3.43 2.70 -9.38
C 3.65 -0.90 3.13
O 2.62 -0.62 2.22
C 1.41 -0.34 2.92
C 0.42 0.25 1.90
N 0.04 -0.81 0.90
H 0.90 -0.86 0.25
H -0.03 -1.80 1.29
C -1.10 -0.47 0.00
C -0.84 0.69 -0.97
O 0.29 0.18 -1.69
C 0.44 0.83 -2.97
H 3.41 -1.76 3.78
H 3.96 -0.06 3.75
H 4.48 -1.26 2.49
H 1.64 0.45 3.60
H 0.95 -1.26 3.35
H 1.00 0.98 1.34
H -0.45 0.79 2.11
H -1.99 -0.27 0.66
H -1.37 -1.35 -0.59
H -0.57 1.69 -0.49
H -1.70 0.78 -1.61
H -0.19 0.31 -3.75
H 1.47 0.70 -3.20
H 0.13 1.89 -2.94
C 6.26 5.41 4.46
O 4.95 5.53 3.97
C 4.90 5.93 2.63
C 5.42 4.78 1.69
N 4.65 3.53 1.93
H 5.16 3.04 2.74
H 3.58 3.70 2.23
C 4.79 2.59 0.75
C 6.29 2.34 0.42
O 7.14 2.23 1.53
C 7.14 0.79 2.02
H 6.35 5.95 5.37
H 7.06 5.70 3.81
H 6.43 4.34 4.73
H 5.42 6.87 2.54
H 3.85 6.19 2.31
H 6.46 4.58 1.96
H 5.33 4.97 0.63
H 4.42 3.05 -0.18
H 4.34 1.57 0.93
H 6.82 3.17 -0.02
H 6.31 1.47 -0.19
H 8.10 0.73 2.56
H 7.19 -0.01 1.18
H 6.31 0.61 2.75
C 0.57 -8.19 1.37
O 1.23 -7.01 0.92
C 1.06 -6.74 -0.41
C 1.82 -5.47 -0.66
N 1.30 -4.29 0.14
H 1.69 -3.45 -0.30
H 0.28 -4.19 -0.04
C 1.72 -4.30 1.55
C 0.53 -4.43 2.45
O -0.26 -3.26 2.35
C -1.32 -3.22 3.34
H 0.88 -9.01 0.68
H -0.52 -8.18 1.35
H 0.88 -8.36 2.41
H 0.03 -6.60 -0.78
H 1.54 -7.52 -1.02
H 1.74 -5.16 -1.70
H 2.88 -5.56 -0.36
H 2.23 -3.33 1.81
H 2.48 -5.06 1.70
H 0.83 -4.57 3.45
H -0.07 -5.29 2.12
H -1.00 -3.27 4.40
H -2.02 -4.06 3.16
H -1.88 -2.28 3.26
C -5.91 -3.21 1.77
C -4.80 -2.73 0.81
N -5.07 -1.39 0.16
C -4.33 -0.97 -0.97
C -4.65 0.34 -1.15
N -5.55 0.67 -0.17
C -5.84 -0.40 0.53
C -6.19 2.03 0.00
H -5.91 -2.54 2.61
H -5.60 -4.20 2.12
H -6.93 -3.17 1.39
H -4.54 -3.41 0.01
H -3.94 -2.65 1.46
H -3.57 -1.48 -1.50
H -4.17 1.01 -1.89
H -6.51 -0.30 1.46
H -6.67 2.22 1.00
H -6.98 2.01 -0.76
H -5.45 2.79 -0.26
C -4.78 1.30 -4.91
C -5.57 2.38 -4.31
O -6.18 3.30 -5.12
O -5.75 2.39 -3.12
H -5.24 0.85 -5.82
H -4.57 0.59 -4.12
H -3.75 1.61 -5.27
C 6.79 1.32 5.72
C 5.40 1.71 5.43
O 4.57 1.62 6.35
O 5.19 2.16 4.29
H 6.84 0.35 6.20
H 7.22 2.06 6.45
H 7.33 1.32 4.81
C -2.73 -5.35 -0.05
C -2.22 -4.32 -1.02
O -3.11 -3.82 -1.74
O -1.03 -3.95 -1.05
H -2.10 -6.26 0.01
H -3.75 -5.64 -0.29
H -2.68 -4.96 0.98
C -3.42 0.98 4.90
F -2.67 2.11 4.96
F -2.87 0.01 5.65
F -4.64 1.21 5.49
S -3.60 0.42 3.19
O -2.22 0.12 2.77
O -4.46 -0.71 3.20
O -4.19 1.56 2.58
C -0.41 4.13 1.46
F 0.13 3.64 0.33
F -0.79 5.39 1.28
F -1.38 3.36 1.91
S 0.96 4.16 2.74
O 2.20 4.55 1.96
O 0.52 5.18 3.68
O 0.99 2.75 3.21
C -0.73 1.98 -7.90
F -1.85 2.21 -7.17
F -0.77 2.49 -9.09
F 0.27 2.56 -7.24
S -0.34 0.24 -7.91
O -0.37 -0.24 -6.59
O -1.41 -0.28 -8.71
O 0.99 0.20 -8.45
C 4.25 -0.73 -1.38
F 5.12 -1.12 -0.40
F 3.69 0.46 -1.01
F 5.03 -0.42 -2.42
S 3.01 -2.12 -1.96
O 1.96 -2.03 -0.91
O 2.45 -1.80 -3.22
O 3.84 -3.30 -1.85
C 3.09 -5.02 5.59
F 4.39 -5.14 5.47
F 2.72 -4.80 6.86
F 2.67 -3.94 4.88
S 2.39 -6.52 4.88
O 3.06 -6.55 3.62
O 2.81 -7.53 5.80
O 0.97 -6.41 4.84
```

Values from the calculation:
HOMO energy   -6.7 eV
F_max   3.9 eV/Å
Frontier orbital gap   0.3066 hartree
Net charge   -1
2S+1   1

***

> Which of these has the lowest F_max?

C53H114O29S4